[1]
The following is a quantum chemistry calculation of a 4-piece molecular cluster, C19H40BNO12 overall in a non-equilibrium geometry, from the Open Molecules 2025 dataset.

Each line ends with the Mulliken charge.
Atoms and positions in Å:
C1 -3.397 2.561 4.518  -0.796
N1 -4.333 1.667 3.873  -0.052
C2 -5.481 1.331 4.699  -1.114
B1 -4.620 1.956 2.474  0.481
O1 -5.698 2.669 2.028  -0.506
C3 -3.479 1.396 1.522  0.964
C4 -2.519 2.114 0.953  0.423
C5 -2.360 3.586 0.835  -0.799
O2 -2.025 4.294 1.999  -0.222
O3 -3.140 5.146 2.252  -0.401
C6 -1.500 1.099 0.560  0.019
O4 -0.346 1.263 0.745  -0.473
O5 -2.037 -0.169 0.436  -0.360
C7 -3.319 0.031 0.955  0.026
O6 -4.227 -0.630 0.607  -0.478
H1 -3.888 3.434 4.966  0.288
H2 -2.836 2.081 5.319  0.285
H3 -2.657 2.940 3.818  0.218
H4 -5.953 2.207 5.150  0.325
H5 -6.196 0.756 4.125  0.350
H6 -5.172 0.699 5.531  0.366
H7 -5.559 3.586 2.299  0.275
H8 -1.714 3.821 -0.003  0.466
H9 -3.337 3.927 0.500  0.354
H10 -2.968 5.448 3.155  0.323
C8 -6.079 2.647 -1.214  -0.742
O7 -5.043 3.546 -1.592  -0.183
C9 -4.720 3.475 -2.973  -0.574
C10 -5.344 4.612 -3.753  -0.625
O8 -6.759 4.516 -3.778  -0.375
C11 -7.391 5.388 -2.857  -0.640
H11 -6.415 2.927 -0.221  0.136
H12 -6.929 2.693 -1.899  0.442
H13 -5.692 1.623 -1.178  0.289
H14 -5.020 2.510 -3.392  0.379
H15 -3.630 3.552 -3.053  0.384
H16 -5.001 4.555 -4.791  0.382
H17 -5.027 5.577 -3.345  0.326
H18 -7.351 6.419 -3.223  0.333
H19 -6.932 5.334 -1.867  0.218
H20 -8.434 5.086 -2.776  0.244
C12 5.392 -1.140 -0.575  -0.610
O9 4.351 -1.998 -1.009  -0.366
C13 3.970 -2.950 -0.027  -0.161
C14 2.696 -2.540 0.681  -0.723
O10 2.885 -1.374 1.464  -0.406
C15 2.386 -0.197 0.836  -0.558
H21 5.457 -0.313 -1.280  0.253
H22 5.195 -0.737 0.421  0.315
H23 6.349 -1.675 -0.570  0.222
H24 4.779 -3.112 0.692  0.312
H25 3.792 -3.895 -0.552  0.233
H26 2.404 -3.342 1.367  0.409
H27 1.884 -2.398 -0.039  0.328
H28 1.302 -0.179 0.881  0.251
H29 2.712 -0.127 -0.205  0.300
H30 2.774 0.662 1.382  0.274
C16 7.627 -7.901 -2.055  -0.750
O11 7.016 -6.711 -2.518  -0.399
C17 6.464 -5.925 -1.472  -0.453
C18 7.371 -4.763 -1.119  -0.100
O12 8.589 -5.215 -0.545  -0.419
C19 9.670 -5.207 -1.460  -0.747
H31 8.214 -8.314 -2.874  0.245
H32 8.291 -7.713 -1.208  0.330
H33 6.864 -8.633 -1.766  0.328
H34 6.258 -6.540 -0.590  0.340
H35 5.511 -5.529 -1.835  0.255
H36 6.872 -4.144 -0.367  0.125
H37 7.562 -4.138 -1.996  0.309
H38 10.011 -4.181 -1.633  0.335
H39 9.397 -5.666 -2.413  0.323
H40 10.486 -5.776 -1.018  0.247

Its SMILES is CN(C)B(O)C1=C(COO)C(=O)OC1=O.COCCOC.COCCOC.COCCOC. The calculation puts the electronic energy at -47081.7701 eV. As for the HOMO-LUMO gap: 8.39 eV. As for the LUMO energy: -0.53 eV.


[2]
The following is a quantum chemistry calculation of a 4-piece molecular cluster, C19H40ClN2O4PS overall, from the Open Molecules 2025 dataset.

Each line ends with the Mulliken charge.
Atoms and positions in Å:
C1 4.319 -1.644 2.448  -0.906
C2 3.172 -0.813 3.042  -0.606
S1 1.683 -0.878 2.008  -0.135
C3 1.680 0.639 1.032  -1.011
C4 2.991 0.946 0.299  0.744
C5 3.159 0.084 -0.876  -0.164
N1 3.319 -0.611 -1.775  -0.551
C6 3.068 2.436 -0.137  0.349
C7 2.976 3.290 1.047  -0.037
N2 2.930 3.838 2.056  -0.551
P1 4.704 2.750 -1.007  0.237
O1 4.532 4.373 -1.070  -0.392
Cl1 5.969 2.498 0.625  -0.242
H1 4.641 -1.219 1.497  0.232
H2 3.953 -2.648 2.236  0.299
H3 5.162 -1.701 3.136  0.335
H4 2.878 -1.228 4.004  0.410
H5 3.485 0.222 3.188  0.304
H6 1.431 1.479 1.681  0.513
H7 0.843 0.523 0.343  0.360
H8 3.827 0.766 0.976  0.279
H9 2.253 2.668 -0.828  0.175
H10 5.387 4.807 -1.177  0.301
C8 -2.153 5.582 -0.769  -1.011
C9 -0.664 5.526 -0.477  -0.427
O2 0.008 4.453 -1.115  -0.238
C10 -0.041 4.433 -2.531  -0.353
C11 0.567 5.658 -3.191  -1.203
H11 -2.634 4.645 -0.484  0.162
H12 -2.610 6.394 -0.203  0.409
H13 -2.360 5.760 -1.825  0.287
H14 -0.505 5.361 0.589  0.338
H15 -0.187 6.481 -0.724  0.353
H16 -1.069 4.279 -2.879  0.351
H17 0.524 3.545 -2.821  0.372
H18 0.023 6.570 -2.943  0.293
H19 0.544 5.544 -4.275  0.403
H20 1.603 5.788 -2.877  0.276
C12 -2.657 -1.977 1.164  -1.155
C13 -2.210 -0.618 1.671  -0.307
O3 -1.881 0.308 0.646  -0.302
C14 -2.917 0.636 -0.261  -0.298
C15 -4.134 1.270 0.390  -1.187
H21 -1.891 -2.415 0.522  0.292
H22 -2.832 -2.652 2.003  0.464
H23 -3.581 -1.921 0.587  0.269
H24 -1.293 -0.725 2.250  0.327
H25 -2.962 -0.196 2.348  0.293
H26 -3.211 -0.243 -0.846  0.311
H27 -2.466 1.343 -0.958  0.288
H28 -4.627 0.590 1.086  0.376
H29 -4.862 1.546 -0.374  0.382
H30 -3.849 2.168 0.940  0.279
C16 -0.119 -5.479 -0.054  -0.954
C17 -1.278 -6.103 0.704  -0.363
O4 -2.536 -5.905 0.084  -0.417
C18 -2.679 -6.438 -1.220  -0.334
C19 -2.482 -7.942 -1.304  -1.020
H31 -0.288 -4.409 -0.186  0.204
H32 0.812 -5.619 0.495  0.383
H33 0.010 -5.921 -1.043  0.276
H34 -1.361 -5.631 1.684  0.338
H35 -1.100 -7.170 0.880  0.336
H36 -2.010 -5.926 -1.922  0.302
H37 -3.698 -6.186 -1.515  0.328
H38 -1.468 -8.240 -1.032  0.263
H39 -2.664 -8.283 -2.324  0.386
H40 -3.175 -8.456 -0.637  0.288

Its SMILES is CCSC[C@@H](C#N)[C@@H](C#N)P(O)Cl.CCOCC.CCOCC.CCOCC. The calculation puts the electronic energy at -64167.7847 eV. As for the HOMO-LUMO gap: 9.16 eV. As for the LUMO energy: 0.37 eV.


[3]
The following is a quantum chemistry calculation of a 2-piece molecular cluster, C19H40N2O2S overall in a non-equilibrium geometry, from the Open Molecules 2025 dataset.

Each line ends with the Mulliken charge.
Atoms and positions in Å:
O1 2.050 1.711 -3.632  -0.573
O2 4.991 2.862 0.211  -0.692
S1 1.784 -0.970 0.434  0.045
C1 1.486 2.282 -2.710  0.759
C2 4.390 2.722 -0.846  -0.189
N1 4.844 3.417 -1.895  -0.144
N2 1.899 2.274 -1.441  0.063
C3 1.051 -2.584 0.069  -0.967
C4 0.201 3.032 -2.977  -1.540
C5 4.479 3.346 -3.305  -0.726
C6 1.431 -0.122 5.904  -1.433
C7 -4.708 -1.161 -3.737  -1.268
C8 2.423 -0.662 -1.230  -0.719
C9 0.801 -0.285 4.523  0.082
C10 -4.659 -2.024 -2.479  -0.373
C11 -0.731 -0.211 4.614  -0.878
C12 -3.897 -1.319 -1.349  -0.408
C13 -1.411 -0.192 3.235  -0.507
C14 -4.045 -2.128 -0.057  -0.920
C15 -1.230 -1.521 2.499  -0.147
C16 -3.391 -1.458 1.159  -0.749
C17 -1.864 -1.534 1.101  -0.402
C18 3.553 0.364 -1.325  -0.703
C19 3.167 1.777 -0.859  -0.013
H1 5.628 4.008 -1.664  0.290
H2 1.288 2.736 -0.788  0.263
H3 1.817 -3.240 -0.346  0.482
H4 0.670 -3.048 0.977  0.369
H5 0.252 -2.470 -0.662  0.177
H6 -0.608 2.569 -2.415  0.360
H7 0.320 4.071 -2.675  0.358
H8 -0.021 2.984 -4.042  0.386
H9 4.427 2.306 -3.632  0.243
H10 3.521 3.838 -3.477  0.174
H11 5.238 3.851 -3.905  0.377
H12 1.174 0.853 6.329  0.344
H13 1.077 -0.907 6.580  0.338
H14 2.521 -0.192 5.830  0.385
H15 -3.696 -0.948 -4.095  0.309
H16 -5.254 -1.684 -4.528  0.376
H17 -5.216 -0.214 -3.532  0.323
H18 1.597 -0.362 -1.875  0.244
H19 2.816 -1.600 -1.621  0.465
H20 1.171 0.505 3.861  0.180
H21 1.114 -1.248 4.110  0.187
H22 -5.685 -2.235 -2.159  0.324
H23 -4.175 -2.980 -2.709  0.311
H24 -1.009 0.706 5.144  0.382
H25 -1.107 -1.057 5.198  0.331
H26 -2.840 -1.219 -1.618  0.204
H27 -4.306 -0.315 -1.198  0.323
H28 -2.479 0.004 3.375  0.313
H29 -0.998 0.623 2.632  0.300
H30 -3.628 -3.130 -0.196  0.297
H31 -5.112 -2.246 0.159  0.406
H32 -1.657 -2.332 3.098  0.278
H33 -0.165 -1.722 2.399  -0.281
H34 -3.743 -1.983 2.052  0.401
H35 -3.715 -0.415 1.241  0.352
H36 -1.467 -0.716 0.491  0.227
H37 -1.589 -2.477 0.622  0.321
H38 4.385 0.013 -0.714  0.522
H39 3.900 0.403 -2.358  0.276
H40 2.941 1.653 0.201  0.487

Its SMILES is CNC(=O)[C@H](CCSC)NC(C)=O.CCCCCCCCCCC. The calculation puts the electronic energy at -38263.5525 eV. As for the HOMO-LUMO gap: 9.13 eV. As for the LUMO energy: 0.51 eV.